# 1
# C43H36BMnO3P2

A molecular structure, C43H36BMnO3P2 (wB97M-V/def2-TZVPD, the Open Molecules 2025 dataset).

CARTESIAN COORDINATES (ANGSTROEM)
Mn: 0.21 0.02 0.24
P: 0.15 2.16 -0.21
C: -1.08 0.02 1.45
O: -1.72 -0.07 2.44
P: 0.00 -2.17 -0.07
C: 0.12 3.21 1.30
C: -1.36 2.76 -1.07
C: 1.52 2.83 -1.23
C: 1.57 -3.07 -0.34
C: -0.65 -3.08 1.39
C: -1.10 -2.71 -1.45
C: 1.23 3.93 1.74
C: 1.18 4.64 2.95
C: 0.03 4.59 3.74
C: -1.08 3.86 3.31
C: -1.05 3.20 2.08
H: 2.15 3.94 1.16
H: 2.05 5.21 3.27
H: -0.01 5.13 4.70
H: -1.98 3.79 3.92
H: -1.92 2.64 1.73
C: 2.83 2.41 -0.97
C: 3.89 3.03 -1.65
C: 3.64 4.04 -2.58
C: 2.33 4.39 -2.90
C: 1.27 3.76 -2.24
H: 3.00 1.57 -0.28
H: 4.92 2.72 -1.44
H: 4.47 4.55 -3.08
H: 2.11 5.14 -3.66
H: 0.24 4.00 -2.51
C: -1.82 4.07 -0.86
C: -2.97 4.53 -1.51
C: -3.65 3.69 -2.40
C: -3.17 2.40 -2.64
C: -2.02 1.93 -2.00
H: -1.29 4.74 -0.17
H: -3.33 5.54 -1.30
H: -4.54 4.05 -2.92
H: -3.70 1.74 -3.34
H: -1.64 0.93 -2.20
C: -1.89 -3.72 1.38
C: -2.35 -4.37 2.54
C: -1.57 -4.39 3.70
C: -0.32 -3.76 3.70
C: 0.14 -3.11 2.55
H: -2.51 -3.71 0.49
H: -3.33 -4.85 2.52
H: -1.93 -4.89 4.60
H: 0.30 -3.76 4.60
H: 1.11 -2.61 2.55
C: 2.62 -2.45 -1.03
C: 3.79 -3.15 -1.29
C: 3.97 -4.44 -0.79
C: 2.94 -5.05 -0.07
C: 1.73 -4.38 0.12
H: 2.50 -1.42 -1.37
H: 4.57 -2.67 -1.88
H: 4.91 -4.97 -0.97
H: 3.06 -6.06 0.32
H: 0.92 -4.88 0.66
C: -0.81 -3.83 -2.24
C: -1.76 -4.29 -3.17
C: -2.97 -3.60 -3.35
C: -3.20 -2.42 -2.62
C: -2.28 -1.98 -1.68
H: 0.15 -4.34 -2.15
H: -1.55 -5.18 -3.76
H: -3.73 -3.97 -4.04
H: -4.11 -1.85 -2.79
H: -2.47 -1.05 -1.13
H: 2.23 0.03 -2.73
H: 1.47 -0.02 -2.70
O: 2.57 -1.04 1.89
B: 1.68 0.06 1.56
O: 2.02 1.14 2.46
C: 2.99 0.67 3.28
C: 3.46 1.28 4.43
C: 4.07 0.43 5.36
C: 4.30 -0.92 5.08
C: 4.02 -1.45 3.82
C: 3.28 -0.65 2.96
H: 3.32 2.35 4.58
H: 4.37 0.83 6.33
H: 4.73 -1.55 5.86
H: 4.35 -2.46 3.55

* HOMO energy (alpha / beta): -16.2743 / -16.3663 eV
* E_tot: -101862.324 eV
* E_LUMO (alpha / beta): -11.1043 / -12.8390 eV
* HOMO-LUMO gap (alpha / beta): 5.17 / 3.53 eV
* total charge: +3
* 2S+1: 4

=====

# 2
# C43H36BiClN9O6S3

A molecular structure, C43H36BiClN9O6S3 (wB97M-V/def2-TZVPD, the Open Molecules 2025 dataset).

CARTESIAN COORDINATES (ANGSTROEM)
Bi: -0.33 -0.47 1.40
C: -2.59 3.60 0.66
O: -2.97 3.25 -0.67
C: -3.30 1.96 -0.95
C: -4.13 1.77 -2.04
C: -4.54 0.49 -2.43
C: -4.17 -0.59 -1.66
C: -3.32 -0.44 -0.56
C: -3.12 -1.56 0.30
N: -2.25 -1.66 1.25
N: -2.33 -2.72 2.07
C: -1.44 -2.75 3.02
O: -0.55 -1.85 3.23
C: -1.48 -3.92 3.91
C: -2.00 -5.12 3.43
C: -1.99 -6.25 4.23
C: -1.47 -6.19 5.51
C: -0.95 -5.00 5.99
C: -0.95 -3.87 5.19
C: -2.77 0.84 -0.24
O: -1.84 1.03 0.64
H: -2.68 4.69 0.71
H: -1.56 3.29 0.88
H: -3.25 3.14 1.40
H: -4.45 2.64 -2.59
H: -5.16 0.37 -3.30
H: -4.53 -1.58 -1.91
H: -3.82 -2.39 0.20
H: -2.40 -5.14 2.43
H: -2.37 -7.18 3.85
H: -1.47 -7.07 6.14
H: -0.54 -4.95 6.99
H: -0.54 -2.94 5.55
S: 4.56 -4.22 -3.29
C: 3.35 -3.58 -2.38
S: 2.46 -4.44 -1.14
C: 1.55 -2.92 -0.80
N: 1.94 -1.95 -1.53
N: 2.90 -2.30 -2.42
C: 3.30 -1.35 -3.37
C: 3.55 -0.04 -2.97
C: 3.94 0.90 -3.91
C: 4.10 0.53 -5.24
C: 3.84 -0.77 -5.63
C: 3.43 -1.71 -4.71
S: 0.28 -2.96 0.31
H: 3.44 0.22 -1.93
H: 4.15 1.91 -3.60
H: 4.43 1.26 -5.96
H: 3.97 -1.05 -6.67
H: 3.22 -2.72 -5.02
C: -0.75 -0.86 -2.90
C: 0.02 0.23 -2.27
N: 0.30 0.35 -0.99
C: 1.03 1.48 -0.84
C: 1.21 2.07 -2.05
N: 0.57 1.27 -2.96
C: 0.48 1.51 -4.37
N: -0.84 1.89 -4.79
N: -1.43 1.30 -5.84
N: -2.53 1.85 -6.11
C: -2.75 2.87 -5.22
C: -3.78 3.79 -5.09
C: -3.68 4.71 -4.07
C: -2.58 4.72 -3.20
C: -1.55 3.83 -3.31
C: -1.64 2.90 -4.34
H: -0.90 -1.65 -2.16
H: -0.20 -1.27 -3.75
H: -1.72 -0.51 -3.25
H: 1.38 1.78 0.13
H: 1.74 2.95 -2.35
H: 0.74 0.61 -4.94
H: 1.19 2.31 -4.62
H: -4.63 3.77 -5.76
H: -4.46 5.44 -3.93
H: -2.57 5.45 -2.40
H: -0.72 3.84 -2.61
C: 4.20 2.38 5.65
C: 3.75 1.05 5.13
C: 4.66 0.09 4.71
C: 4.23 -1.14 4.26
Cl: 5.39 -2.30 3.68
C: 2.88 -1.45 4.24
C: 1.96 -0.50 4.64
C: 2.37 0.76 5.06
O: 1.55 1.75 5.47
C: 0.15 1.60 5.41
C: -0.50 1.52 3.98
O: -1.69 1.76 3.91
O: 0.30 1.20 3.06
H: 5.25 2.56 5.41
H: 4.08 2.42 6.73
H: 3.59 3.17 5.22
H: 5.72 0.31 4.74
H: 2.54 -2.42 3.90
H: 0.91 -0.75 4.57
H: -0.26 2.47 5.93
H: -0.17 0.69 5.95

* HOMO energy: -5.3508 eV
* E_tot: -121742.046 eV
* ΔE to the lowest compared entry with this formula, charge and spin: 1.3745 eV
* E_LUMO: 2.0301 eV
* HOMO-LUMO gap: 7.38 eV
* total charge: -1

=====

# 3
# C43H36N3O3PPt

A molecular structure, C43H36N3O3PPt (wB97M-V/def2-TZVPD, the Open Molecules 2025 dataset).

CARTESIAN COORDINATES (ANGSTROEM)
Pt: -0.60 0.22 -0.96
N: -1.21 0.83 1.36
C: -1.55 -0.31 2.13
C: -2.32 -0.24 3.26
C: -2.58 -1.39 4.04
C: -2.05 -2.60 3.69
C: -1.27 -2.72 2.52
C: -0.68 -3.93 2.11
C: 0.05 -3.96 0.95
C: 0.17 -2.79 0.19
N: -0.35 -1.64 0.56
C: -1.04 -1.58 1.72
H: -0.20 0.96 1.34
H: -1.66 1.67 1.70
H: -2.71 0.72 3.58
H: -3.19 -1.30 4.93
H: -2.22 -3.47 4.31
H: -0.82 -4.82 2.71
H: 0.52 -4.87 0.61
H: 0.72 -2.78 -0.75
O: 1.26 -0.67 -2.82
C: 0.07 -0.49 -2.74
C: -0.93 -0.84 -3.76
C: -0.53 -1.30 -5.03
C: -1.48 -1.63 -5.97
C: -2.84 -1.53 -5.68
C: -3.24 -1.09 -4.43
C: -2.29 -0.72 -3.49
P: -2.63 -0.15 -1.81
C: -3.54 -1.49 -1.00
C: -4.63 -1.31 -0.15
C: -5.15 -2.39 0.56
C: -4.57 -3.65 0.43
C: -3.49 -3.83 -0.42
C: -2.98 -2.76 -1.14
C: -3.61 1.37 -1.91
C: -3.76 2.05 -3.11
C: -4.32 3.32 -3.13
C: -4.72 3.92 -1.95
C: -4.58 3.24 -0.74
C: -4.02 1.98 -0.72
H: 0.53 -1.38 -5.24
H: -1.17 -1.98 -6.95
H: -3.57 -1.80 -6.43
H: -4.29 -1.01 -4.19
H: -5.09 -0.34 -0.05
H: -6.00 -2.25 1.21
H: -4.97 -4.48 1.00
H: -3.03 -4.81 -0.52
H: -2.14 -2.90 -1.81
H: -3.41 1.60 -4.03
H: -4.44 3.84 -4.07
H: -5.14 4.92 -1.96
H: -4.89 3.72 0.18
H: -3.88 1.46 0.22
C: 6.25 -2.08 3.04
C: 6.08 -0.83 2.22
C: 7.10 -0.39 1.39
C: 6.96 0.75 0.62
C: 5.77 1.45 0.64
C: 4.72 1.02 1.45
N: 3.45 1.64 1.42
C: 3.23 2.91 0.91
C: 4.07 3.95 1.33
C: 3.87 5.24 0.89
C: 2.82 5.54 0.02
C: 1.97 4.54 -0.37
C: 2.15 3.22 0.05
C: 1.16 2.21 -0.46
O: 0.21 2.58 -1.16
O: 1.30 0.96 -0.14
C: 4.88 -0.11 2.27
C: 3.76 -0.53 3.19
H: 7.17 -2.59 2.77
H: 5.41 -2.76 2.90
H: 6.30 -1.84 4.11
H: 8.03 -0.96 1.34
H: 7.76 1.08 -0.03
H: 5.63 2.32 0.01
H: 2.73 0.99 1.11
H: 4.87 3.72 2.01
H: 4.54 6.03 1.22
H: 2.67 6.56 -0.32
H: 1.14 4.74 -1.03
H: 3.09 0.30 3.38
H: 4.16 -0.89 4.14
H: 3.18 -1.35 2.75

* HOMO energy: -6.4449 eV
* E_tot: -68326.069 eV
* ΔE to the lowest compared entry with this formula, charge and spin: 2.0445 eV
* E_LUMO: -0.0872 eV
* HOMO-LUMO gap: 6.36 eV
* total charge: 0

=====

# 4
# C43H36NP3PdS2

A molecular structure, C43H36NP3PdS2 (wB97M-V/def2-TZVPD, the Open Molecules 2025 dataset).

CARTESIAN COORDINATES (ANGSTROEM)
Pd: -0.15 -12.59 19.06
S: 0.08 -11.72 15.63
P: 1.18 -13.31 16.18
C: 0.76 -14.08 17.66
P: 0.84 -15.74 18.10
S: -0.79 -16.59 18.84
C: 1.45 -16.85 16.84
C: 2.77 -16.82 16.44
C: 3.34 -17.63 15.47
C: 2.55 -18.68 14.91
C: 1.24 -18.76 15.32
C: 0.73 -17.87 16.26
C: 2.20 -16.14 19.38
C: 3.17 -15.19 19.62
C: 4.21 -15.45 20.52
C: 4.35 -16.70 21.10
C: 3.39 -17.68 20.85
C: 2.35 -17.41 19.94
C: 1.15 -14.24 14.58
C: 0.19 -15.21 14.34
C: 0.09 -15.78 13.05
C: 0.88 -15.31 12.00
C: 1.77 -14.27 12.25
C: 1.95 -13.75 13.55
C: 2.93 -12.74 16.47
C: 3.22 -11.82 17.54
C: 4.53 -11.51 17.86
C: 5.57 -12.20 17.24
C: 5.34 -13.15 16.26
C: 4.01 -13.39 15.86
H: 3.38 -16.04 16.88
H: 4.39 -17.50 15.14
H: 2.91 -19.37 14.17
H: 0.58 -19.45 14.81
H: -0.32 -17.91 16.57
H: 3.15 -14.23 19.10
H: 4.95 -14.66 20.77
H: 5.14 -16.96 21.81
H: 3.42 -18.66 21.40
H: 1.58 -18.14 19.72
H: -0.37 -15.63 15.15
H: -0.58 -16.59 12.86
H: 0.74 -15.63 11.01
H: 2.41 -13.89 11.45
H: 2.62 -12.91 13.68
H: 2.38 -11.43 18.11
H: 4.70 -10.86 18.74
H: 6.56 -11.92 17.49
H: 6.13 -13.64 15.75
H: 3.84 -14.19 15.21
N: -2.93 -14.04 18.07
C: -3.70 -13.46 19.03
C: -4.54 -14.30 19.80
C: -5.40 -13.80 20.73
C: -5.42 -12.43 21.02
C: -4.65 -11.58 20.25
C: -3.79 -12.07 19.28
P: -2.67 -11.05 18.34
C: -1.25 -10.75 19.45
C: -0.34 -9.72 19.07
C: 0.63 -9.31 19.96
C: 0.86 -10.01 21.16
C: 0.01 -11.02 21.50
C: -1.09 -11.42 20.69
C: -3.58 -9.40 18.49
C: -3.23 -8.51 19.51
C: -3.83 -7.26 19.59
C: -4.75 -6.88 18.61
C: -5.14 -7.80 17.64
C: -4.48 -9.00 17.55
H: -2.24 -13.49 17.58
H: -2.44 -14.92 18.30
H: -4.54 -15.37 19.58
H: -6.06 -14.45 21.29
H: -6.11 -11.94 21.74
H: -4.67 -10.50 20.43
H: -0.52 -9.10 18.16
H: 1.27 -8.46 19.68
H: 1.62 -9.74 21.95
H: 0.13 -11.48 22.49
H: -1.82 -12.04 21.07
H: -2.47 -8.72 20.24
H: -3.57 -6.55 20.39
H: -5.24 -5.90 18.68
H: -5.91 -7.55 16.92
H: -4.75 -9.76 16.80

* HOMO energy: -0.9032 eV
* E_tot: -99683.224 eV
* ΔE to the lowest compared entry with this formula, charge and spin: 0.0000 eV
* E_LUMO: 4.4075 eV
* HOMO-LUMO gap: 5.31 eV
* total charge: -2

=====

# 5
# C43H37CoN4OS2Si

A molecular structure, C43H37CoN4OS2Si (wB97M-V/def2-TZVPD, the Open Molecules 2025 dataset).

CARTESIAN COORDINATES (ANGSTROEM)
Co: -0.44 -0.46 -0.10
C: -1.78 0.27 4.02
C: -1.65 0.31 2.52
N: -0.87 -0.50 1.87
N: -0.18 -1.43 2.65
C: 0.44 -2.32 1.94
S: 0.46 -2.45 0.22
S: 1.40 -3.55 2.77
C: 1.47 -2.89 4.46
C: 2.59 -1.90 4.65
C: 3.85 -2.33 5.07
C: 4.89 -1.43 5.21
C: 4.69 -0.08 4.94
C: 3.44 0.35 4.52
C: 2.40 -0.55 4.38
C: -2.45 1.30 1.79
C: -3.58 1.83 2.42
C: -4.38 2.79 1.85
C: -4.01 3.30 0.60
C: -2.89 2.82 -0.04
C: -2.09 1.78 0.50
O: -1.11 1.34 -0.22
H: -0.94 -0.25 4.46
H: -2.69 -0.27 4.30
H: -1.86 1.28 4.42
H: 1.62 -3.76 5.10
H: 0.50 -2.45 4.69
H: 4.01 -3.38 5.27
H: 5.87 -1.78 5.53
H: 5.51 0.62 5.05
H: 3.28 1.40 4.29
H: 1.43 -0.21 4.03
H: -3.86 1.45 3.40
H: -5.26 3.15 2.36
H: -4.61 4.07 0.12
H: -2.61 3.19 -1.02
N: -2.10 -0.02 -2.99
C: -3.29 0.26 -2.39
C: -4.22 1.11 -2.97
C: -5.48 1.32 -2.40
C: -5.85 0.67 -1.25
C: -4.93 -0.21 -0.62
C: -5.26 -0.95 0.53
C: -4.35 -1.81 1.06
C: -3.06 -1.87 0.49
N: -2.69 -1.16 -0.55
C: -3.63 -0.39 -1.16
H: -1.36 -0.33 -2.35
H: -1.76 0.67 -3.64
H: -3.96 1.62 -3.89
H: -6.17 2.00 -2.88
H: -6.83 0.81 -0.81
H: -6.25 -0.83 0.96
H: -4.57 -2.42 1.93
H: -2.29 -2.49 0.94
C: 0.70 3.21 -5.11
C: 0.10 3.36 -3.86
C: 0.23 2.38 -2.89
C: 0.98 1.21 -3.13
C: 1.57 1.08 -4.39
C: 1.44 2.06 -5.37
Si: 1.17 -0.12 -1.78
C: 1.79 -1.64 -2.74
C: 0.85 -2.54 -3.27
C: 1.25 -3.64 -4.02
C: 2.60 -3.87 -4.25
C: 3.54 -3.00 -3.73
C: 3.14 -1.90 -2.98
C: 2.65 0.48 -0.74
C: 3.30 -0.38 0.16
C: 4.32 0.06 0.98
C: 4.73 1.39 0.94
C: 4.10 2.27 0.06
C: 3.08 1.81 -0.76
H: 0.60 3.98 -5.86
H: -0.48 4.25 -3.65
H: -0.25 2.49 -1.93
H: 2.15 0.19 -4.62
H: 1.91 1.93 -6.34
H: -0.20 -2.38 -3.07
H: 0.50 -4.32 -4.41
H: 2.91 -4.73 -4.83
H: 4.60 -3.18 -3.90
H: 3.89 -1.22 -2.58
H: 2.99 -1.42 0.22
H: 4.79 -0.63 1.67
H: 5.52 1.74 1.59
H: 4.41 3.30 0.02
H: 2.60 2.51 -1.44

* HOMO energy (alpha / beta): -4.4940 / -4.3515 eV
* E_tot: -120379.287 eV
* ΔE to the lowest compared entry with this formula, charge and spin: 0.0000 eV
* E_LUMO (alpha / beta): 2.5184 / 2.5180 eV
* HOMO-LUMO gap (alpha / beta): 7.01 / 6.87 eV
* total charge: -1
* 2S+1: 2